[1]
86
Properties=species:S:1:pos:R:3 method="wB97M-V/def2-TZVPD" gap_ev=7.15 de_lowest_kcal_mol=26.7 total_charge=+2 homo_energy_ev=-12.934
Sn 0.726 -0.874 -0.780
C 0.392 -1.323 3.681
Se -0.750 -0.787 2.199
C -1.350 0.901 2.984
C -0.562 2.143 2.624
Se -0.809 2.623 0.744
C -0.434 4.524 0.837
H -0.236 -1.513 4.546
H 1.131 -0.556 3.890
H 0.895 -2.241 3.386
H -1.273 0.770 4.064
H -2.409 1.016 2.772
H 0.519 2.000 2.691
H -0.872 3.004 3.215
H 0.285 4.648 1.644
H -1.352 5.071 1.031
H -0.004 4.799 -0.119
C 7.362 -0.557 -5.053
C 6.425 -0.779 -3.902
C 6.872 -0.761 -2.592
C 6.026 -0.963 -1.503
C 6.667 -0.937 -0.140
C 4.667 -1.198 -1.763
As 3.325 -1.388 -0.386
N 2.426 0.221 -0.458
C 2.910 1.533 -0.561
C 2.113 2.503 -1.181
C 2.564 3.809 -1.315
C 3.817 4.170 -0.840
C 4.626 3.201 -0.267
C 4.185 1.892 -0.134
C 4.015 -1.966 1.326
C 3.998 -1.246 2.525
C 3.483 0.161 2.695
C 4.517 -1.862 3.663
C 5.032 -3.148 3.651
C 5.602 -3.776 4.888
C 4.995 -3.852 2.450
C 4.489 -3.292 1.289
C 4.444 -4.133 0.040
C 4.185 -1.233 -3.086
C 2.745 -1.501 -3.445
C 5.073 -1.017 -4.127
H 8.383 -0.399 -4.711
H 7.058 0.314 -5.635
H 7.357 -1.415 -5.725
H 7.923 -0.576 -2.397
H 7.585 -0.353 -0.182
H 6.938 -1.946 0.181
H 6.038 -0.519 0.640
H 1.194 2.189 -1.660
H 1.962 4.541 -1.840
H 4.177 5.183 -0.957
H 5.622 3.460 0.070
H 4.840 1.146 0.292
H 2.673 0.406 2.008
H 4.274 0.896 2.545
H 3.130 0.288 3.718
H 4.517 -1.306 4.595
H 5.504 -3.119 5.750
H 6.661 -4.000 4.752
H 5.100 -4.717 5.115
H 5.367 -4.870 2.420
H 4.945 -5.084 0.208
H 4.936 -3.662 -0.814
H 3.414 -4.358 -0.251
H 2.320 -2.330 -2.876
H 2.665 -1.770 -4.496
H 2.126 -0.605 -3.310
H 4.703 -1.050 -5.145
O -3.679 4.947 0.813
S -3.691 3.673 1.445
O -3.354 3.556 2.828
N -2.614 2.633 0.591
C -3.211 1.430 0.126
O -2.549 0.513 -0.287
C -4.673 1.545 0.301
C -5.621 0.637 -0.138
C -6.958 0.917 0.117
C -7.332 2.075 0.792
C -6.385 2.992 1.238
C -5.064 2.693 0.978
H -5.319 -0.256 -0.669
H -7.721 0.228 -0.217
H -8.381 2.269 0.973
H -6.677 3.893 1.760



[2]
111
Properties=species:S:1:pos:R:3 method="wB97M-V/def2-TZVPD" gap_ev=7.11 homo_energy_ev=-8.425 smiles="CC[C@](S)(C[C@H](C)OCc1ccccc1)OC(=O)P(O)Cl.O=C1OC[C@@H](F)O1.O=C1OC[C@@H](F)O1.O=C1OC[C@@H](F)O1.O=C1OC[C@@H](F)O1.O=C1OC[C@@H](F)O1.O=C1OC[C@@H](F)O1.O=C1OC[C@@H](F)O1"
C 5.271 1.546 -0.196
C 4.511 0.907 -1.502
C 3.657 2.045 -2.382
S 3.204 3.391 -1.162
C 2.356 1.209 -2.987
C 1.080 2.151 -3.395
C 1.470 3.469 -4.317
O 0.194 2.499 -2.235
C -0.882 3.407 -2.666
C -2.229 3.364 -1.715
C -3.132 1.996 -1.693
C -4.500 1.995 -0.771
C -4.922 3.338 0.092
C -3.999 4.717 0.072
C -2.606 4.746 -0.852
O 4.436 2.488 -3.547
C 5.687 3.163 -3.172
O 6.861 2.487 -3.025
P 5.857 5.085 -2.901
O 6.214 5.204 -1.166
Cl 4.021 6.083 -3.332
H 4.538 1.620 0.739
H 5.860 2.538 -0.405
H 6.093 0.746 0.131
H 5.340 0.481 -2.240
H 3.845 0.003 -1.163
H 2.103 4.153 -1.582
H 2.694 0.548 -3.909
H 1.955 0.444 -2.163
H 0.387 1.479 -4.097
H 0.560 3.694 -5.056
H 2.382 3.197 -5.014
H 1.685 4.440 -3.701
H -0.505 4.534 -2.641
H -1.267 3.196 -3.775
H -2.783 1.089 -2.350
H -5.143 1.006 -0.775
H -5.927 3.305 0.711
H -4.314 5.686 0.676
H -1.943 5.731 -0.915
H 5.526 5.784 -0.724
O -6.048 -0.710 0.297
C -5.157 -1.513 0.518
O -4.887 -2.039 1.752
C -3.883 -3.015 1.559
C -3.241 -2.571 0.289
F -2.780 -3.630 -0.414
O -4.304 -1.990 -0.431
H -4.347 -4.003 1.477
H -3.181 -3.026 2.398
H -2.441 -1.836 0.423
O -3.562 -4.500 3.877
C -4.380 -4.273 4.754
O -4.217 -3.326 5.728
C -5.429 -3.287 6.454
C -6.007 -4.635 6.190
F -7.358 -4.587 6.179
O -5.563 -4.935 4.886
H -6.055 -2.475 6.070
H -5.243 -3.115 7.517
H -5.667 -5.413 6.883
O 10.291 -2.585 -4.210
C 9.571 -1.681 -4.602
O 9.560 -0.422 -4.068
C 8.697 0.349 -4.880
C 7.824 -0.688 -5.499
F 7.434 -0.313 -6.738
O 8.675 -1.806 -5.621
H 9.290 0.900 -5.618
H 8.131 1.066 -4.280
H 6.949 -0.956 -4.897
O -7.438 -0.566 -6.558
C -7.058 -0.313 -5.427
O -6.141 -1.060 -4.740
C -5.880 -0.366 -3.537
C -7.109 0.459 -3.367
F -6.825 1.626 -2.746
O -7.501 0.744 -4.690
H -4.976 0.241 -3.657
H -5.727 -1.061 -2.707
H -7.924 -0.052 -2.844
O -1.126 4.619 4.234
C -0.095 4.633 3.584
O 1.025 3.916 3.906
C 1.938 4.102 2.842
C 1.480 5.388 2.245
F 1.712 5.411 0.913
O 0.086 5.371 2.452
H 1.860 3.260 2.146
H 2.965 4.157 3.213
H 1.911 6.279 2.714
O 2.207 0.981 3.036
C 2.836 -0.045 2.835
O 4.183 -0.085 2.600
C 4.539 -1.452 2.551
C 3.250 -2.109 2.195
F 3.171 -3.343 2.742
O 2.281 -1.289 2.809
H 4.918 -1.763 3.530
H 5.316 -1.628 1.802
H 3.056 -2.165 1.119
O -3.255 -6.569 7.291
C -3.001 -7.273 6.327
O -3.732 -7.283 5.171
C -3.040 -8.123 4.269
C -2.246 -8.994 5.182
F -1.078 -9.357 4.607
O -1.960 -8.150 6.275
H -2.411 -7.512 3.613
H -3.739 -8.695 3.652
H -2.781 -9.882 5.533



[3]
86
Properties=species:S:1:pos:R:3 method="wB97M-V/def2-TZVPD" gap_ev="5.32 / 5.57" s2=3.7755 total_charge=-2 multiplicity=4 homo_energy_ev="-1.293 / -1.597"
Pd 1.135 0.694 -1.323
O 6.172 -2.650 -2.967
C 5.143 -1.909 -3.648
C 4.340 -1.042 -2.684
C 5.276 -0.118 -1.908
O 6.126 0.698 -2.735
C 3.633 -1.972 -1.679
Se 2.596 -1.144 -0.234
C 3.287 -0.340 -3.565
Se 2.802 1.500 -3.081
H 6.439 -3.374 -3.541
H 4.449 -2.589 -4.154
H 5.590 -1.275 -4.422
H 5.901 -0.736 -1.260
H 4.687 0.546 -1.285
H 6.521 0.128 -3.398
H 4.375 -2.586 -1.169
H 2.964 -2.633 -2.232
H 2.361 -0.907 -3.487
H 3.582 -0.367 -4.617
C -3.237 -4.776 5.533
C -2.789 -3.903 4.387
C -1.445 -3.636 4.172
C -1.012 -2.830 3.112
C 0.482 -2.625 2.950
C -1.957 -2.251 2.250
Te -1.064 -0.918 0.564
N -1.093 0.241 -1.283
C -0.679 -0.501 -2.356
O -0.354 -1.700 -2.373
C -0.832 0.163 -3.732
C -0.639 -0.611 -4.867
C -0.772 -0.052 -6.137
C -1.103 1.290 -6.276
C -1.303 2.065 -5.137
C -1.166 1.501 -3.876
C -2.414 0.573 1.278
C -3.559 0.942 0.566
C -4.063 0.267 -0.688
C -4.350 1.988 1.054
C -4.046 2.670 2.216
C -4.902 3.809 2.709
C -2.916 2.276 2.921
C -2.095 1.246 2.478
C -0.879 0.919 3.309
C -3.315 -2.546 2.435
C -4.386 -2.013 1.512
C -3.710 -3.355 3.501
H -2.388 -5.083 6.147
H -3.735 -5.683 5.178
H -3.945 -4.255 6.183
H -0.703 -4.069 4.840
H 1.029 -3.184 3.712
H 0.762 -1.573 3.035
H 0.848 -2.945 1.973
H -0.373 -1.650 -4.728
H -0.609 -0.664 -7.017
H -1.192 1.734 -7.261
H -1.548 3.118 -5.232
H -1.299 2.094 -2.982
H -3.565 -0.671 -0.911
H -3.907 0.907 -1.558
H -5.136 0.077 -0.580
H -5.240 2.266 0.492
H -5.782 3.942 2.076
H -4.349 4.751 2.709
H -5.246 3.635 3.731
H -2.646 2.796 3.837
H -0.803 1.613 4.148
H 0.038 1.001 2.720
H -0.935 -0.094 3.710
H -4.054 -2.019 0.472
H -4.643 -0.977 1.754
H -5.294 -2.616 1.586
H -4.769 -3.569 3.636
Se 1.219 2.379 0.544
C 2.853 3.307 0.796
C 3.947 3.323 -0.072
C 5.070 4.064 0.269
N 5.206 4.802 1.381
C 4.150 4.776 2.202
C 2.989 4.060 1.966
H 3.934 2.745 -0.990
H 5.921 4.057 -0.406
H 4.234 5.360 3.115
H 2.182 4.086 2.691



[4]
83
Properties=species:S:1:pos:R:3 method="wB97M-V/def2-TZVPD" gap_ev=5.73 de_lowest_kcal_mol=34.1 total_charge=+1 homo_energy_ev=-10.348 smiles="CN1C(=O)[C@@H](Cc2ccccc2)N(/C=C/[C@@H](CC(c2ccccc2)=[N+]2CCCCC2)c2ccc([N+](=O)[O-])cc2)C1(C)C"
C -3.021 2.314 -5.380
N -2.354 2.356 -4.107
C -2.196 3.530 -3.424
O -2.553 4.662 -3.775
C -1.476 3.152 -2.107
C -2.297 3.552 -0.842
C -2.664 5.011 -0.760
C -3.996 5.415 -0.623
C -4.318 6.774 -0.647
C -3.282 7.732 -0.690
C -1.943 7.322 -0.808
C -1.640 5.962 -0.798
N -1.313 1.702 -2.209
C -0.615 0.974 -1.275
C -0.409 -0.360 -1.170
C 0.535 -1.057 -0.125
C 0.105 -1.284 1.263
C 0.859 -1.791 2.543
C 0.632 -3.031 3.268
C 0.513 -4.315 2.670
C 0.578 -5.500 3.425
C 0.654 -5.391 4.841
C 0.745 -4.125 5.490
C 0.660 -2.991 4.692
N 1.968 -1.135 2.921
C 1.829 0.326 2.902
C 3.135 1.065 2.682
C 4.263 0.591 3.573
C 4.364 -0.919 3.620
C 3.000 -1.587 3.905
C 0.999 -2.424 -0.726
C 2.090 -3.028 -0.086
C 2.476 -4.326 -0.354
C 1.815 -4.986 -1.400
N 2.073 -6.388 -1.526
O 1.482 -7.031 -2.423
O 2.816 -6.941 -0.677
C 0.785 -4.396 -2.138
C 0.396 -3.098 -1.802
C -1.776 1.167 -3.508
C -2.886 0.126 -3.395
C -0.725 0.659 -4.503
H -3.442 3.296 -5.618
H -2.329 2.011 -6.170
H -3.826 1.579 -5.351
H -0.506 3.666 -2.070
H -3.195 2.907 -0.824
H -1.683 3.266 0.030
H -4.787 4.664 -0.528
H -5.363 7.107 -0.632
H -3.519 8.801 -0.640
H -1.135 8.055 -0.912
H -0.609 5.613 -0.841
H -0.310 1.616 -0.458
H -0.946 -0.891 -1.950
H 1.456 -0.340 -0.011
H -0.551 -2.137 1.000
H -0.405 -0.330 1.615
H 0.369 -4.376 1.585
H 0.541 -6.506 2.926
H 0.740 -6.306 5.448
H 0.844 -4.036 6.592
H 0.581 -2.007 5.155
H 1.368 0.637 3.861
H 1.151 0.656 2.096
H 2.976 2.128 2.858
H 3.429 0.982 1.631
H 5.224 0.978 3.239
H 4.098 0.932 4.595
H 4.724 -1.359 2.682
H 5.064 -1.275 4.384
H 2.642 -1.283 4.908
H 3.104 -2.692 3.897
H 2.648 -2.479 0.693
H 3.316 -4.786 0.174
H 0.365 -4.904 -3.003
H -0.404 -2.676 -2.408
H -3.772 0.566 -2.914
H -3.150 -0.205 -4.410
H -2.569 -0.741 -2.827
H -0.141 1.486 -4.930
H -0.060 -0.073 -4.055
H -1.252 0.171 -5.336



[5]
93
Properties=species:S:1:pos:R:3 method="wB97M-V/def2-TZVPD" gap_ev=7.75 de_lowest_kcal_mol=0.0 homo_energy_ev=-7.752
Zr -0.281 0.156 0.238
O -3.784 2.531 0.244
C -2.629 2.164 0.180
O -2.192 1.049 -0.314
C -1.497 3.035 0.689
C -1.619 4.231 1.371
C -0.443 4.859 1.782
C 0.798 4.288 1.500
C 0.800 3.078 0.828
N -0.318 2.493 0.454
C 2.002 2.239 0.460
O 3.111 2.720 0.358
O 1.673 1.006 0.217
H -2.599 4.637 1.575
H -0.494 5.789 2.332
H 1.731 4.740 1.801
O 0.766 -3.448 2.286
C -0.006 -2.548 2.027
O 0.322 -1.476 1.360
C -1.489 -2.616 2.336
C -2.186 -2.758 0.968
C -3.644 -3.167 1.132
C -4.269 -1.858 1.671
C -3.064 -0.923 1.704
O -2.293 -1.376 0.548
C -2.119 -1.279 2.853
C -1.052 -0.214 3.127
O -0.414 -0.218 4.151
O -0.895 0.672 2.158
H -1.685 -3.462 2.990
H -1.621 -3.310 0.224
H -3.751 -4.015 1.807
H -4.070 -3.442 0.168
H -4.719 -1.967 2.657
H -5.026 -1.469 0.992
H -3.288 0.129 1.584
H -2.653 -1.455 3.786
C 2.565 -3.114 -3.358
N 3.150 -2.659 -2.116
C 4.396 -3.343 -1.812
C 2.568 -1.818 -1.186
N 1.288 -1.528 -1.142
C 0.334 -2.435 -1.608
C 0.399 -3.774 -1.294
C -0.598 -4.672 -1.712
C -1.676 -4.220 -2.415
C -1.810 -2.843 -2.720
C -2.944 -2.396 -3.439
C -3.096 -1.078 -3.749
C -2.125 -0.150 -3.338
C -1.001 -0.537 -2.652
N -0.178 0.503 -2.127
C 0.354 1.385 -2.926
N 0.760 1.090 -4.187
C 1.133 -0.254 -4.552
C 0.656 2.040 -5.275
N 0.569 2.682 -2.498
C 1.794 3.370 -2.863
C -0.596 3.535 -2.342
C -0.808 -1.918 -2.313
N 3.474 -1.293 -0.309
C 3.329 -1.379 1.135
C 4.587 -0.501 -0.789
H 3.288 -2.977 -4.168
H 1.659 -2.584 -3.605
H 2.307 -4.176 -3.299
H 4.273 -4.410 -2.017
H 4.654 -3.213 -0.767
H 5.220 -2.973 -2.430
H 1.230 -4.126 -0.695
H -0.508 -5.720 -1.455
H -2.455 -4.898 -2.742
H -3.692 -3.124 -3.728
H -3.971 -0.733 -4.284
H -2.277 0.907 -3.519
H 1.414 -0.773 -3.644
H 1.997 -0.216 -5.219
H 0.321 -0.800 -5.045
H 0.201 2.965 -4.932
H 0.022 1.620 -6.060
H 1.637 2.264 -5.702
H 2.577 2.642 -3.066
H 2.126 3.979 -2.020
H 1.674 4.023 -3.736
H -1.461 2.931 -2.079
H -0.812 4.080 -3.271
H -0.432 4.273 -1.556
H 2.620 -2.159 1.394
H 3.011 -0.442 1.585
H 4.308 -1.649 1.542
H 4.654 -0.561 -1.875
H 5.532 -0.858 -0.366
H 4.449 0.545 -0.499



Number 1: largest force on an atom 0.4 eV/Å. Number 2: largest force on an atom 9.0 eV/Å. Number 3: largest force on an atom 1.4 eV/Å. Number 4: largest force on an atom 5.4 eV/Å. Number 5: largest force on an atom 0.5 eV/Å.